No. 1
Molecular formula: C45H40AsCsN3O4
Method: DFT, ωB97M-V/def2-TZVPD

XYZ file:
```
94
Properties=species:S:1:pos:R:3:mulliken_charge:R:1
Cs -0.243 0.131 -0.425 1.63
O 4.455 1.440 -1.081 -0.74
C 4.197 2.115 -2.217 0.45
C 5.191 2.962 -2.717 -0.78
C 5.005 3.650 -3.897 -0.26
C 3.823 3.508 -4.608 -0.84
C 2.836 2.679 -4.121 -0.50
C 2.983 1.975 -2.929 0.06
C 1.851 1.108 -2.469 1.25
O 1.980 0.577 -1.292 -0.95
N 0.870 1.023 -3.315 0.00
N -0.088 0.049 -3.219 -0.80
C -1.320 0.379 -3.130 -1.16
C -1.925 1.701 -2.929 1.39
C -1.553 2.789 -3.710 -0.30
C -2.234 3.992 -3.631 -0.85
C -3.315 4.091 -2.767 -0.73
C -3.687 3.032 -1.969 -0.48
C -2.978 1.808 -1.974 0.10
O -3.240 0.840 -1.154 -0.83
H 3.612 0.847 -0.975 0.09
H 6.111 3.048 -2.153 0.41
H 5.789 4.298 -4.269 0.36
H 3.672 4.046 -5.536 0.38
H 1.905 2.556 -4.651 0.35
H -2.015 -0.463 -3.133 0.28
H -0.716 2.672 -4.385 0.44
H -1.935 4.836 -4.241 0.36
H -3.874 5.019 -2.709 0.40
H -4.525 3.137 -1.290 0.43
C 1.923 2.735 3.187 -1.62
C 1.894 1.253 2.944 0.78
C 1.059 0.432 3.691 -0.32
C 1.010 -0.932 3.459 -0.27
C 1.810 -1.497 2.479 -0.40
C 2.655 -0.691 1.740 -0.58
C 2.696 0.674 1.972 -0.32
H 0.928 3.112 3.427 0.32
H 2.290 3.263 2.307 0.37
H 2.584 2.981 4.022 0.37
H 0.430 0.874 4.455 0.46
H 0.325 -1.549 4.027 0.32
H 1.754 -2.558 2.275 0.36
H 3.257 -1.114 0.950 0.27
H 3.339 1.299 1.370 0.45
O -1.944 -0.401 1.163 -0.29
As -3.294 0.532 1.277 1.38
C -3.707 0.507 3.202 0.09
C -2.625 0.541 4.062 -0.22
C -2.812 0.564 5.431 -0.38
C -4.095 0.552 5.953 -0.62
C -5.185 0.512 5.100 -0.71
C -4.992 0.487 3.729 -0.27
C -2.967 2.438 1.147 0.65
C -3.988 3.346 1.388 -0.49
C -3.754 4.708 1.264 -0.68
C -2.497 5.162 0.904 -0.64
C -1.467 4.260 0.700 -0.84
C -1.694 2.901 0.832 0.04
C -4.959 -0.268 0.692 0.17
C -5.115 -1.603 1.012 -0.20
C -6.289 -2.266 0.693 -0.65
C -7.318 -1.585 0.074 -0.47
C -7.168 -0.242 -0.242 -0.82
C -5.985 0.417 0.055 -0.10
H -1.628 0.524 3.634 -0.01
H -1.957 0.585 6.094 0.42
H -4.244 0.567 7.024 0.36
H -6.189 0.493 5.503 0.39
H -5.853 0.439 3.069 0.35
H -4.974 2.992 1.671 0.41
H -4.557 5.412 1.439 0.39
H -2.318 6.221 0.785 0.40
H -0.479 4.613 0.429 0.52
H -0.878 2.192 0.708 -0.49
H -4.302 -2.129 1.503 0.43
H -6.397 -3.317 0.929 0.40
H -8.237 -2.101 -0.172 0.37
H -7.969 0.289 -0.741 0.41
H -5.842 1.446 -0.239 0.13
C -0.351 -6.705 -4.149 -1.42
C -0.079 -5.551 -3.237 1.15
C 0.009 -4.246 -3.710 -0.94
C 0.283 -3.209 -2.824 -0.10
N 0.469 -3.393 -1.526 -0.29
C 0.380 -4.634 -1.074 -0.28
C 0.114 -5.737 -1.870 -0.66
H -0.751 -6.365 -5.101 0.35
H -1.063 -7.397 -3.699 0.36
H 0.569 -7.258 -4.346 0.28
H -0.139 -4.025 -4.759 0.34
H 0.340 -2.183 -3.168 0.65
H 0.527 -4.757 -0.006 0.37
H 0.052 -6.724 -1.428 0.37
```

The net charge is -1. For the energy above the lowest of the compared OMol25 structures with the same formula, charge and spin, the calculation gives 233.0 kJ/mol. For the orbital gap, the calculation gives 6.37 eV.

=====

No. 2
Molecular formula: C3H3NOS3
Method: DFT, ωB97M-V/def2-TZVPD

XYZ file:
```
11
Properties=species:S:1:pos:R:3:nbo_charge:R:1
C 0.965 -0.477 0.585 -0.02
C -0.818 0.847 -0.902 -0.30
C 0.251 -1.478 -0.284 -0.38
H 0.265 1.179 1.816 0.44
H -1.607 1.603 -1.390 0.23
H 0.099 1.337 -1.071 0.21
N 0.220 0.617 0.918 -0.32
O -1.114 0.902 0.468 -0.35
S 2.306 -0.661 1.556 -0.04
S -0.883 -0.782 -1.495 0.37
S 0.317 -3.088 -0.200 0.17
```

The net charge is 0. For the energy above the lowest of the compared OMol25 structures with the same formula, charge and spin, the calculation gives 321.1 kJ/mol. For the orbital gap, the calculation gives 7.42 eV.

=====

No. 3
Molecular formula: C14H54O20
Method: DFT, ωB97M-V/def2-TZVPD

XYZ file:
```
88
Properties=species:S:1:pos:R:3:mulliken_charge:R:1
O -1.941 -0.892 1.007 -0.61
H -1.347 -1.565 1.145 0.10
H -2.385 -0.679 1.866 0.24
O 1.990 1.405 -3.314 -0.68
H 2.864 1.043 -3.341 0.40
H 1.916 1.409 -2.363 0.43
O -0.034 -2.860 1.964 -0.43
H 0.070 -2.543 2.831 0.10
H -0.602 -3.607 2.153 0.23
O 1.860 -3.164 0.074 -0.75
H 1.268 -3.034 0.813 0.35
H 1.358 -2.737 -0.608 0.43
O -1.083 1.608 3.758 -0.79
H -0.227 1.424 3.347 0.56
H -1.537 1.937 2.965 0.07
O -0.426 -1.382 4.402 -0.62
H -0.533 -1.245 5.358 0.29
H -0.191 -0.508 4.124 0.36
C 1.266 0.167 1.396 0.87
C 0.988 1.470 0.636 -0.18
O 1.124 1.196 -0.762 -0.51
O 1.105 0.334 2.807 -0.60
H 2.304 -0.154 1.223 0.22
H 0.687 -0.636 1.043 -0.45
H 1.637 2.322 0.937 0.40
H -0.036 1.872 0.714 -0.35
H 0.366 0.721 -1.003 0.10
H 1.582 -0.384 3.181 0.26
C 3.893 -0.687 -1.315 0.66
C 4.573 -1.116 -2.693 -0.49
O 4.398 -0.066 -3.633 -0.57
O 4.292 -1.772 -0.422 -0.57
H 2.803 -0.632 -1.442 -0.52
H 4.220 0.282 -0.910 0.34
H 4.027 -1.928 -3.161 0.24
H 5.620 -1.422 -2.627 0.33
H 4.759 -0.269 -4.507 0.28
H 3.486 -2.098 -0.079 0.37
C -0.766 -3.779 -2.443 -0.58
C -0.934 -2.661 -1.371 -0.09
O 0.190 -1.840 -1.506 -0.32
O -1.985 -4.388 -2.828 -0.55
H -0.109 -4.458 -2.062 0.46
H -0.261 -3.306 -3.293 0.30
H -1.127 -3.174 -0.417 0.18
H -1.890 -2.075 -1.482 0.07
H 0.183 -1.596 -2.441 0.18
H -1.894 -4.916 -3.608 0.31
C 3.946 -4.088 4.203 -0.69
C 3.287 -3.127 3.137 -0.17
O 2.554 -2.170 3.786 -0.42
O 4.719 -5.050 3.563 -0.52
H 3.306 -4.637 4.820 0.43
H 4.596 -3.579 4.955 0.32
H 2.715 -3.712 2.468 0.18
H 3.998 -2.616 2.487 0.28
H 1.964 -2.544 4.422 0.25
H 4.830 -5.790 4.170 0.31
C -2.093 0.669 -3.398 -0.58
C -2.678 0.764 -1.976 -0.55
O -1.722 0.887 -0.972 0.73
O -3.188 1.066 -4.128 -0.62
H -1.733 -0.332 -3.637 0.29
H -1.356 1.454 -3.402 0.35
H -3.286 -0.145 -1.774 0.65
H -3.365 1.604 -1.804 0.30
H -1.941 0.154 -0.352 -0.33
H -2.894 1.625 -4.863 0.38
C -3.406 3.174 2.013 -0.72
C -2.575 4.403 2.233 -0.31
O -3.460 5.512 2.179 -0.59
O -2.657 2.137 1.532 -0.12
H -4.243 3.346 1.362 0.71
H -3.892 2.846 2.924 0.33
H -1.894 4.568 1.404 0.17
H -2.017 4.345 3.192 0.36
H -4.021 5.508 1.359 0.34
H -3.279 1.508 1.078 0.06
C -2.784 4.339 -3.199 0.02
C -2.205 4.489 -1.769 -0.05
O -1.046 3.763 -1.596 -0.52
O -3.929 5.094 -3.386 -0.56
H -3.135 3.254 -3.319 -0.13
H -2.020 4.457 -3.950 0.32
H -2.927 4.317 -0.957 -0.08
H -1.976 5.560 -1.464 0.42
H -1.227 2.846 -1.584 -0.06
H -4.485 4.482 -3.874 0.36
```

The net charge is 0. For the energy above the lowest of the compared OMol25 structures with the same formula, charge and spin, the calculation gives 220.5 kJ/mol. For the orbital gap, the calculation gives 9.75 eV.

=====

No. 4
Molecular formula: C44H108Cl8O20
Method: DFT, ωB97M-V/def2-TZVPD

XYZ file:
```
180
Properties=species:S:1:pos:R:3:mulliken_charge:R:1
C -3.533 3.969 -2.692 -0.62
O -2.715 4.192 -1.516 -0.25
C -1.393 4.573 -1.888 -1.06
C -0.456 3.429 -1.461 0.24
O -0.755 2.301 -2.220 0.12
C -0.090 1.126 -1.677 1.26
H -3.311 4.807 -3.370 0.41
H -4.548 3.993 -2.404 0.25
H -3.152 3.095 -3.125 0.09
H -1.169 5.537 -1.311 0.17
H -1.380 4.769 -2.975 0.58
H -0.639 3.290 -0.388 0.24
H 0.608 3.646 -1.628 -0.33
H 0.009 1.283 -0.590 -0.47
H 0.872 1.147 -2.170 0.17
H -0.647 0.211 -1.908 -0.87
C -1.521 4.328 2.085 -1.09
O -0.206 3.861 1.822 0.15
C 0.725 4.933 1.572 -0.63
C 2.080 4.352 1.423 0.30
O 2.735 3.902 2.607 -0.36
C 4.131 3.639 2.456 -0.66
H -1.633 4.929 3.029 0.32
H -2.232 3.484 2.134 0.11
H -1.899 4.806 1.282 0.56
H 0.746 5.765 2.351 0.37
H 0.555 5.263 0.567 0.17
H 2.587 5.123 0.886 0.46
H 2.012 3.555 0.684 -0.42
H 4.526 4.597 2.099 0.43
H 4.373 2.921 1.669 0.14
H 4.668 3.309 3.334 0.26
C -2.928 -4.471 1.535 -0.69
O -1.718 -4.940 2.021 -0.31
C -1.590 -4.832 3.436 0.78
C -0.081 -4.788 3.664 0.38
O 0.197 -4.498 5.006 -0.50
C -0.073 -3.211 5.478 -0.47
H -3.064 -4.629 0.505 0.17
H -3.087 -3.455 1.800 0.23
H -3.704 -5.059 2.023 0.46
H -2.141 -5.578 4.030 0.34
H -2.019 -3.913 3.808 -1.23
H 0.338 -3.988 2.986 -0.31
H 0.420 -5.731 3.449 0.42
H 0.415 -3.016 6.460 0.32
H -1.129 -3.048 5.618 0.22
H 0.276 -2.394 4.795 0.14
C 1.006 1.023 4.968 -0.38
O -0.313 0.597 5.422 -0.49
C -1.337 0.868 4.548 1.15
C -2.540 0.049 4.853 -0.67
O -2.385 -1.338 4.482 0.30
C -3.610 -2.032 4.648 -0.72
H 1.750 0.750 5.665 0.36
H 1.045 2.108 4.767 0.29
H 1.250 0.593 3.997 -0.05
H -0.991 0.588 3.530 -0.48
H -1.547 1.947 4.556 0.12
H -3.401 0.366 4.376 -0.19
H -2.825 0.059 5.974 0.08
H -3.869 -2.140 5.721 0.33
H -3.425 -2.971 4.120 0.21
H -4.422 -1.530 4.233 0.28
C 6.291 0.836 5.655 -0.56
O 7.041 1.897 5.128 -0.38
C 8.019 1.676 4.174 -0.55
C 7.483 1.443 2.819 0.05
O 6.968 0.153 2.771 -0.38
C 6.254 -0.214 1.559 0.02
H 5.480 1.277 6.255 0.23
H 6.876 0.245 6.388 0.31
H 5.932 0.143 4.898 0.21
H 8.547 0.730 4.477 0.31
H 8.663 2.601 4.231 0.30
H 8.289 1.572 2.038 0.37
H 6.647 2.182 2.628 -0.16
H 5.458 0.474 1.440 -0.18
H 5.863 -1.247 1.628 -0.01
H 6.946 -0.251 0.755 0.47
C -4.407 1.879 0.791 -0.27
O -4.774 1.561 2.059 -0.20
C -5.579 2.498 2.738 -0.30
C -5.555 2.140 4.206 -0.85
O -4.274 2.372 4.816 -0.08
C -4.196 3.567 5.660 -0.90
H -3.403 1.484 0.616 -0.33
H -4.483 2.970 0.555 0.34
H -5.039 1.274 0.102 0.32
H -6.627 2.394 2.262 0.28
H -5.214 3.499 2.543 0.30
H -5.810 1.089 4.414 0.24
H -6.314 2.659 4.794 0.58
H -4.677 4.431 5.203 0.36
H -3.116 3.769 5.786 0.20
H -4.693 3.307 6.608 0.33
C 3.294 0.889 -5.377 -0.49
O 4.056 1.579 -4.471 -0.42
C 4.101 1.013 -3.195 0.47
C 4.734 1.957 -2.214 -0.47
O 3.887 3.017 -1.746 -0.27
C 3.156 3.752 -2.697 -0.54
H 3.690 -0.041 -5.734 0.33
H 3.039 1.511 -6.216 0.38
H 2.290 0.660 -4.993 -0.05
H 4.511 0.021 -3.167 0.72
H 3.143 0.830 -2.826 -0.65
H 5.654 2.285 -2.678 0.45
H 4.984 1.400 -1.286 -0.08
H 3.718 4.208 -3.573 0.28
H 2.752 4.609 -2.190 0.35
H 2.311 3.203 -3.162 0.04
C -0.202 -3.504 -1.259 -0.40
O 0.168 -2.184 -0.785 0.64
C 0.359 -2.192 0.608 -1.19
C 0.719 -0.781 1.082 0.81
O 1.933 -0.468 0.481 0.53
C 2.541 0.758 0.836 0.71
H -0.042 -3.548 -2.337 -0.18
H -1.232 -3.762 -1.024 0.05
H 0.439 -4.266 -0.760 0.30
H 1.159 -2.840 0.935 0.03
H -0.550 -2.517 1.079 0.31
H 0.774 -0.785 2.144 -0.28
H 0.044 -0.005 0.745 -0.31
H 3.229 1.074 0.047 -0.98
H 3.052 0.475 1.792 -0.05
H 1.871 1.597 1.003 -0.05
C -4.957 -1.629 -5.672 -0.39
O -5.673 -2.587 -4.849 -0.43
C -6.027 -2.003 -3.540 -0.91
C -4.769 -1.699 -2.651 0.06
O -4.295 -0.399 -2.813 -0.41
C -3.239 -0.124 -1.911 0.21
H -3.907 -1.517 -5.397 -0.02
H -5.552 -0.702 -5.626 0.34
H -5.124 -2.021 -6.681 0.29
H -6.632 -2.690 -2.989 0.46
H -6.473 -1.000 -3.693 0.33
H -4.013 -2.457 -2.854 0.16
H -5.149 -1.833 -1.543 0.24
H -2.352 -0.792 -2.114 -0.19
H -3.583 -0.370 -0.889 0.35
H -3.049 0.945 -1.962 -0.16
C -0.469 1.237 -7.419 -0.60
O -1.567 1.216 -6.508 -0.53
C -1.098 0.887 -5.203 0.10
C -0.772 -0.573 -5.049 0.59
O 0.394 -0.894 -5.706 -0.27
C 0.471 -2.298 -5.990 -0.62
H -0.071 0.245 -7.664 0.17
H 0.375 1.836 -7.077 0.20
H -0.771 1.749 -8.324 0.38
H -1.910 1.182 -4.495 -0.12
H -0.181 1.450 -5.073 0.23
H -1.608 -1.161 -5.462 0.24
H -0.697 -0.945 -3.956 -0.50
H 0.159 -2.923 -5.139 -0.20
H 1.469 -2.625 -6.178 0.41
H -0.108 -2.586 -6.805 0.45
C -3.525 -5.188 -4.301 -0.42
Cl -3.314 -5.888 -2.717 -0.14
Cl -2.246 -4.022 -4.650 0.07
H -3.504 -5.966 -5.070 0.40
H -4.469 -4.649 -4.335 0.11
C 0.850 -5.969 -5.990 0.38
Cl 0.117 -7.479 -5.350 -0.19
Cl 0.929 -5.744 -7.713 -0.14
H 0.332 -5.163 -5.474 -0.32
H 1.848 -6.080 -5.567 0.27
C 3.333 -3.060 -0.950 0.99
Cl 3.209 -2.953 -2.765 -0.17
Cl 4.981 -3.097 -0.346 -0.16
H 2.952 -2.102 -0.691 -0.97
H 2.746 -3.886 -0.735 0.27
C 3.272 -3.624 3.506 -0.07
Cl 4.991 -4.033 3.733 -0.16
Cl 2.996 -1.859 3.564 0.00
H 2.967 -3.986 2.514 -0.01
H 2.685 -4.049 4.346 0.23
```

The net charge is 0. For the energy above the lowest of the compared OMol25 structures with the same formula, charge and spin, the calculation gives 96.5 kJ/mol. For the orbital gap, the calculation gives 9.81 eV.

=====

Listing highest occupied orbital energy for the structures above in their given order: -4.305; -9.014; -9.861; -9.332 eV.